A molecular structure, C25H26BrF4O2P2S2W. Source: the OMol25 dataset; level of theory: ωB97M-V/def2-TZVPD.

Structure (XYZ):
```
63
Properties=species:S:1:pos:R:3:mulliken_charge:R:1
W -1.1602 -0.2384 -1.1625 0.875
F -2.2012 6.1051 2.0937 -0.266
C -2.0106 4.8135 1.9157 0.627
C -1.9320 3.9622 3.0077 0.220
F -2.0464 4.4474 4.2313 -0.271
C -1.7343 2.6033 2.8088 0.416
F -1.6723 1.8273 3.8877 -0.351
C -1.6004 2.0521 1.5440 -0.484
P -1.4209 0.2439 1.2743 0.065
C -2.8822 -0.3986 2.1327 0.698
C -2.7953 -0.9389 3.4120 -0.096
C -3.9469 -1.3522 4.0660 -0.784
C -5.1847 -1.2107 3.4565 -0.533
C -5.2727 -0.6562 2.1866 -0.776
C -4.1263 -0.2557 1.5239 -0.552
C 0.0518 -0.2113 2.2258 0.651
C 1.0130 0.7340 2.5730 -0.740
C 2.2007 0.3382 3.1716 -0.790
C 2.4359 -1.0033 3.4247 -0.576
C 1.4864 -1.9523 3.0676 -0.842
C 0.3072 -1.5616 2.4598 -0.438
C -1.6891 2.9274 0.4751 0.282
Br -1.5462 2.3198 -1.3377 -0.147
C -1.8877 4.2862 0.6348 0.175
F -1.9678 5.0990 -0.4121 -0.320
H -1.8450 -1.0283 3.9171 0.408
H -3.8719 -1.7755 5.0578 0.442
H -6.0790 -1.5293 3.9734 0.403
H -6.2366 -0.5374 1.7110 0.423
H -4.2064 0.1640 0.5274 0.397
H 0.8477 1.7863 2.3810 0.419
H 2.9372 1.0818 3.4435 0.449
H 3.3588 -1.3129 3.8949 0.439
H 1.6692 -3.0013 3.2562 0.442
H -0.4104 -2.3203 2.1690 0.567
C 2.3482 -2.1090 -5.3833 -1.220
C 2.7899 -2.5593 -4.0120 0.464
C 2.1029 -3.8078 -3.5124 -1.384
O 2.6110 -1.4542 -3.0434 -0.456
P 1.3028 -0.9664 -2.3498 1.447
S 0.4283 -2.0428 -0.9003 -0.522
S -0.1827 -0.3528 -3.4982 -0.466
O 1.7848 0.2954 -1.4860 -0.280
C 2.7649 1.3377 -1.8379 0.562
C 2.5903 1.8293 -3.2566 -1.257
C 4.1551 0.8341 -1.5193 -1.319
H 2.5735 -2.8908 -6.1088 0.460
H 2.8759 -1.2062 -5.6874 0.316
H 1.2748 -1.9260 -5.4134 0.248
H 3.8722 -2.6869 -3.9927 0.258
H 1.0173 -3.7231 -3.5816 0.298
H 2.3801 -4.0239 -2.4816 0.352
H 2.4116 -4.6540 -4.1269 0.466
H 2.4951 2.1352 -1.1423 0.314
H 2.8211 1.0531 -3.9869 0.181
H 3.2869 2.6528 -3.4206 0.483
H 1.5793 2.1904 -3.4384 0.272
H 4.4950 0.1125 -2.2605 0.205
H 4.1695 0.3642 -0.5369 0.326
H 4.8532 1.6717 -1.5092 0.480
C -2.7980 -1.0230 -1.4110 -0.444
H -3.4085 -0.6882 -2.2545 0.334
H -3.1758 -1.8690 -0.8401 0.452
```

LUMO level (spin up / spin down)	-3.50 / -3.50	eV
highest occupied orbital energy (spin up / spin down)	-10.68 / -10.68	eV
frontier orbital gap (spin up / spin down)	7.179 / 7.180	eV
charge	+1
largest force on an atom	0.941	eV/A